{"formula": "C28H38F24N8O18S8", "method": "ωB97M-V/def2-TZVPD", "homo_energy_ev": [-3.5, -7.0], "charge": -1, "homo_lumo_gap_ev": [3.78, 7.23], "e_tot_ha": -8464.08343, "spin_multiplicity": 2, "symbols": ["C", "C", "C", "O", "C", "N", "H", "H", "H", "H", "H", "H", "H", "H", "H", "H", "H", "H", "C", "C", "C", "O", "C", "N", "H", "H", "H", "H", "H", "H", "H", "H", "H", "H", "H", "H", "C", "N", "C", "C", "C", "C", "C", "C", "C", "C", "N", "C", "C", "C", "H", "H", "H", "H", "H", "H", "H", "H", "H", "H", "H", "H", "H", "H", "C", "F", "F", "F", "S", "O", "O", "N", "S", "O", "O", "C", "F", "F", "F", "C", "F", "F", "F", "S", "O", "O", "N", "S", "O", "O", "C", "F", "F", "F", "C", "F", "F", "F", "S", "O", "O", "N", "S", "O", "O", "C", "F", "F", "F", "C", "F", "F", "F", "S", "O", "O", "N", "S", "O", "O", "C", "F", "F", "F"], "positions_angstrom": [[0.4222, -2.5085, -5.0344], [0.5346, -3.9790, -5.5903], [-0.2301, -4.9380, -4.6403], [-1.5824, -4.4822, -4.3984], [-2.3988, -5.4000, -3.6732], [-0.3170, -3.9217, -6.8854], [0.0811, -3.3014, -7.5760], [-0.4538, -4.8192, -7.3280], [-1.1900, -3.5959, -6.4957], [0.5850, -1.6922, -5.7382], [0.9668, -2.4859, -4.0905], [-0.5917, -2.1829, -4.8019], [1.5671, -4.2945, -5.7403], [0.3185, -4.9660, -3.6989], [-0.1284, -5.9265, -5.0883], [-2.5273, -6.3720, -4.1495], [-3.3796, -5.0576, -3.3431], [-1.8774, -5.8208, -2.8134], [-0.8151, -0.3832, -1.8767], [-0.5396, 0.1067, -0.4415], [-1.7561, 0.7915, 0.2852], [-1.5220, 0.8597, 1.7175], [-2.5042, 0.6816, 2.6444], [-0.1195, -1.0731, 0.4837], [0.4654, -1.6631, -0.0908], [0.4109, -0.6388, 1.2254], [-0.7906, -1.6527, 0.9672], [-0.9845, 0.4042, -2.6112], [-1.7028, -1.0006, -2.0143], [0.0130, -1.0243, -2.1789], [0.3087, 0.7852, -0.3503], [-2.5919, 0.1228, 0.0792], [-2.0234, 1.7504, -0.1588], [-2.3457, 1.0909, 3.6421], [-2.7377, -0.3783, 2.7460], [-3.3308, 1.3427, 2.3841], [5.0592, -2.6709, 2.9578], [4.2677, -1.5300, 3.2259], [4.0962, -0.5953, 2.2060], [3.3454, 0.6086, 2.4676], [2.7615, 0.8183, 3.7993], [3.0082, -0.1844, 4.7557], [3.7422, -1.3930, 4.4395], [1.9376, 2.0100, 4.0840], [0.7269, 2.1212, 3.4052], [-0.1298, 3.1284, 3.8679], [0.2187, 4.0518, 4.8063], [1.4862, 3.9810, 5.4379], [2.3242, 2.9301, 5.0862], [-0.7907, 5.0091, 5.2418], [5.2692, -2.7592, 1.8919], [4.5526, -3.6052, 3.2000], [6.0408, -2.4935, 3.3971], [4.5204, -0.8598, 1.2487], [3.2755, 1.3191, 1.6572], [2.3446, -0.1292, 5.6060], [3.9722, -2.2154, 5.1007], [0.3065, 1.3330, 2.7982], [-1.0950, 3.2526, 3.3996], [1.7036, 4.8140, 6.0901], [3.2486, 2.7592, 5.6178], [-1.6006, 4.4547, 5.7159], [-1.3020, 5.5273, 4.4305], [-0.4617, 5.7508, 5.9696], [2.5574, 0.4118, -3.3625], [1.3372, 0.8853, -3.2007], [2.4831, -0.5050, -4.3166], [3.4219, 1.2819, -3.8532], [3.3195, -0.3598, -1.7385], [4.6515, -0.7524, -2.2242], [3.3382, 0.7204, -0.7315], [2.3414, -1.6241, -1.2064], [3.1659, -2.8907, -1.4873], [3.4329, -3.1130, -2.9050], [4.2962, -3.0648, -0.5855], [1.9767, -4.2266, -0.9761], [2.5895, -5.4741, -1.0915], [1.5778, -3.9459, 0.2689], [0.8591, -4.0659, -1.7513], [-4.3237, -1.3693, -4.8356], [-3.6212, -2.3349, -5.4509], [-5.5172, -1.2528, -5.3884], [-4.4411, -1.5464, -3.5337], [-3.3296, 0.2022, -5.1466], [-2.1204, -0.0467, -4.4300], [-3.2074, 0.2562, -6.5965], [-4.2538, 1.4728, -4.5562], [-3.4713, 2.0575, -3.3825], [-3.3989, 1.0911, -2.2933], [-2.2222, 2.7429, -3.6941], [-4.7932, 3.4377, -2.8269], [-6.0391, 2.9551, -2.8559], [-4.4234, 3.9034, -1.5466], [-4.6723, 4.2628, -3.7584], [-0.7913, -1.9981, 4.7697], [-0.3136, -2.2651, 6.0185], [-2.0998, -1.9872, 4.7885], [-0.2922, -0.7964, 4.2811], [-0.1816, -3.2994, 3.5296], [1.1957, -2.9448, 3.1569], [-0.2194, -4.6694, 4.1525], [-1.3218, -3.0021, 2.1835], [-2.2148, -4.2397, 2.1127], [-1.7517, -5.4198, 1.4181], [-2.8667, -4.4270, 3.4334], [-3.5176, -3.5454, 0.8365], [-3.7039, -2.2443, 1.0621], [-2.8954, -3.6152, -0.3126], [-4.6294, -4.2397, 0.8256], [0.7597, 8.5978, 2.2688], [-0.5510, 8.4663, 2.3945], [1.1077, 8.8065, 1.0134], [1.1692, 9.6411, 3.0701], [1.5218, 6.9850, 2.9588], [2.9177, 7.1813, 2.6976], [1.2060, 6.9144, 4.3849], [0.6469, 5.7571, 2.0170], [1.4497, 5.4790, 0.8215], [2.2523, 6.5628, 0.2136], [2.1060, 4.1442, 0.8883], [0.0945, 5.3123, -0.4804], [-0.8713, 4.4103, -0.0424], [-0.4130, 6.5932, -0.6143], [0.6329, 4.9232, -1.6616]], "forces_ev_per_angstrom": [[-0.4641, -0.6476, -0.0946], [-2.0230, 2.0173, 1.2408], [0.1243, 0.4872, 0.1997], [0.5932, -0.3346, -0.8768], [0.8589, -1.6998, 0.6342], [1.2168, -0.6841, 0.7670], [-0.0736, 0.5605, -0.0500], [-0.1251, -0.4470, -0.0280], [-0.8650, 0.3951, -0.2398], [1.3817, -0.2388, -0.1315], [0.3738, 0.4310, -0.3772], [-0.5567, -0.9332, 0.3927], [-0.2439, -0.0571, -0.3458], [0.0496, 0.0150, 0.0117], [-0.6834, -0.4569, 0.0219], [-0.3557, 0.1580, -1.1988], [0.3981, 0.7522, -0.4236], [0.2802, 0.8856, 0.7064], [-0.0094, -0.2493, 0.4651], [-1.3127, 0.2660, 1.2369], [-0.3828, -1.2942, 0.1145], [3.1012, 0.5853, -1.5579], [-2.2263, 0.2443, 0.1406], [0.2814, 1.5868, -1.2642], [0.7364, -0.2945, 0.0790], [0.5641, -0.1774, 0.2710], [-1.1175, -0.4474, 0.0940], [0.4010, 0.1573, 0.4938], [-0.2602, 0.0252, 0.6840], [0.2109, 0.2300, -0.1445], [0.1882, -0.0930, -0.4553], [-0.3488, 0.0035, 0.1918], [0.3442, 0.1108, 0.1596], [1.3717, -0.1570, 0.0489], [-0.5964, 0.0233, 0.0155], [-0.8985, -0.6097, -0.4086], [1.2649, -0.9616, -1.1775], [-0.5380, 1.2289, -1.7167], [-2.2361, 2.4664, 1.7879], [1.1649, -2.9872, 0.4951], [0.8740, 0.3558, -1.7381], [0.7511, -2.3843, -0.5613], [-1.7227, 3.4105, 1.0595], [1.4142, -1.9469, -0.2461], [-1.4700, 1.9519, 1.5838], [0.8763, -0.7311, -1.2306], [1.4580, 0.0736, 0.5113], [-0.9251, -1.1550, -1.6018], [-1.3217, 1.0255, 0.8881], [-1.0703, -0.0889, 0.3503], [-0.2722, 0.2003, -0.1085], [0.1958, 0.1205, 0.5490], [0.0193, -0.6706, 0.4601], [0.0223, 0.1840, 0.0080], [-0.2352, 0.1307, 0.0211], [0.5732, -0.2598, 0.6204], [-0.4625, 0.1430, 0.2930], [0.2236, 0.3354, -0.3685], [-0.1584, 0.0584, 0.2086], [0.1169, -0.2082, 0.0822], [0.1240, 0.2885, -0.0942], [-0.0069, -0.2565, 0.2713], [0.6499, 0.0421, -0.3450], [0.5157, -0.2558, -0.3345], [0.3820, -1.0592, 0.1680], [0.3765, 0.7128, 0.3377], [-0.2085, -1.2251, -0.1332], [-0.1636, 0.9347, 0.8873], [1.9158, 2.2897, 0.8644], [-2.3045, 0.3018, 0.6281], [-0.9686, -1.9074, -1.6911], [0.1316, 3.1346, -0.6794], [3.2007, -3.1989, -1.0793], [-0.7551, -0.4713, 0.9252], [-1.0213, -0.1605, -0.3143], [0.3395, 0.7694, -0.0458], [-1.8683, 2.3152, 0.2203], [0.3399, -1.0954, -0.2647], [0.7597, -1.2255, 0.2639], [0.7228, 2.5006, -0.3599], [-0.4224, -0.5186, 0.5439], [-0.3836, -0.5487, -0.0876], [0.0164, -0.8619, -0.0897], [-1.2790, 1.1557, -1.8750], [0.6294, -0.4255, 0.1751], [-0.6049, -0.0742, 1.1562], [0.4782, -2.9329, -3.2576], [1.1044, 1.3625, 4.3227], [-0.1140, 0.7615, 0.2931], [-1.4133, -0.0935, 0.1683], [2.1768, -4.2584, 2.0197], [0.2389, 0.2744, 0.9717], [-1.1854, -0.4298, -2.4847], [0.0278, 3.8153, -1.7694], [1.1052, 0.0249, -0.4421], [-0.3937, 0.6839, -1.6351], [0.1626, 0.4367, 0.2709], [-0.8398, -1.4426, 1.2301], [1.5299, -3.3653, -0.4422], [-2.2121, 0.7620, 0.0467], [-0.6748, 3.8394, -1.3907], [4.3786, 1.2975, 2.3704], [-4.5725, -2.6883, 1.5908], [0.1488, 0.6044, 0.2126], [0.3244, -0.0549, -2.4138], [2.3902, 0.0582, 2.0892], [-0.9899, 0.1443, 0.2715], [0.1216, -0.3973, -1.7596], [-0.4125, 0.1522, -0.0497], [0.6482, -0.5779, 1.2489], [-0.4550, 0.4601, -0.2758], [-0.3259, 0.3648, 0.7275], [-0.3613, -1.0335, -1.0910], [-0.3848, 0.1046, 0.3042], [-0.2437, -0.6119, -0.1071], [-0.7852, -0.2687, -1.7147], [-0.9005, 4.2276, 6.9484], [5.1642, -3.0976, -7.1987], [-1.3002, -1.7320, 0.9598], [-1.2073, 2.0422, -0.2170], [0.4536, 0.2697, 0.7457], [1.0532, 1.5488, -1.2464], [-0.1549, -2.0979, -0.1877], [-1.1718, 0.2828, 1.3020]], "lowdin_charge": [-0.022, -0.210, -0.166, -0.183, -0.080, 0.230, 0.165, 0.160, 0.140, 0.093, 0.071, 0.071, 0.157, 0.117, 0.126, 0.080, 0.099, 0.089, -0.051, -0.206, -0.099, -0.223, -0.140, 0.233, 0.084, 0.132, 0.070, 0.053, 0.083, 0.048, 0.144, 0.114, 0.123, 0.080, 0.076, 0.099, -0.035, -0.156, 0.027, 0.062, -0.176, 0.007, -0.032, -0.190, 0.016, -0.033, -0.108, 0.005, 0.011, -0.052, 0.082, 0.110, 0.104, 0.108, 0.094, 0.109, 0.128, 0.094, 0.128, 0.119, 0.116, 0.088, 0.092, 0.088, -0.651, 0.159, 0.117, 0.163, 0.700, -0.312, -0.310, -0.303, 0.537, -0.321, -0.306, -0.568, 0.102, 0.121, 0.076, -0.679, 0.106, 0.150, 0.158, 0.647, -0.329, -0.312, -0.295, 0.561, -0.347, -0.301, -0.636, 0.130, 0.071, 0.198, -0.595, 0.123, 0.161, 0.077, 0.761, -0.333, -0.318, -0.323, 0.556, -0.305, -0.344, -0.686, 0.119, 0.128, 0.172, -0.638, 0.129, 0.158, 0.095, 0.717, -0.288, -0.324, -0.281, 0.504, -0.328, -0.338, -0.548, 0.067, 0.072, 0.117]}